Computed, not measured: a 3-piece molecular cluster, C36H66BFN2O3 overall at a distorted geometry, with wB97M-V/def2-TZVPD.

Geometry (Å):
1 C 4.706805 0.259242 2.078758
2 C 4.961032 1.735676 1.783341
3 O 3.782105 2.498859 1.984480
4 C 4.002350 3.728807 2.670564
5 C 2.760247 4.597430 2.523752
6 C 1.809171 4.513336 3.717487
7 C 0.868296 3.312345 3.633470
8 C -0.158954 3.424314 2.505044
9 B -1.168030 2.217194 2.661140
10 C -0.828460 0.913011 1.836065
11 C -1.647819 -0.361969 2.081088
12 C -2.961443 -0.396126 1.315083
13 F -4.026066 -0.695819 2.162408
14 C -2.387003 2.398724 3.659035
15 C -3.743419 2.584477 2.976036
16 C -3.745015 3.680743 1.946839
17 C -4.407572 4.892986 2.170732
18 C -4.426162 5.877176 1.180570
19 C -3.793625 5.675341 -0.049027
20 C -3.116969 4.477211 -0.280507
21 C -3.108040 3.508524 0.717894
22 H 3.651832 0.080084 2.242262
23 H 5.021731 -0.334816 1.224496
24 H 5.272202 -0.091703 2.934223
25 H 5.767154 2.088210 2.425123
26 H 5.299711 1.871204 0.757538
27 H 4.172739 3.501235 3.724939
28 H 4.869038 4.237333 2.253041
29 H 3.039460 5.632774 2.351330
30 H 2.265589 4.265297 1.616375
31 H 1.232238 5.434421 3.787075
32 H 2.408261 4.457932 4.624943
33 H 0.378849 3.157544 4.593672
34 H 1.497649 2.435958 3.467829
35 H 0.307457 3.363764 1.524259
36 H -0.695346 4.368625 2.590026
37 H -0.812971 1.159536 0.772590
38 H 0.216293 0.690707 2.072800
39 H -1.052801 -1.211661 1.746800
40 H -1.805420 -0.512227 3.144051
41 H -3.155287 0.574550 0.865497
42 H -2.970608 -1.147313 0.531354
43 H -2.444782 1.537909 4.331320
44 H -2.191601 3.269089 4.284337
45 H -4.483359 2.836737 3.731908
46 H -4.096289 1.666648 2.514831
47 H -4.923853 5.089149 3.098840
48 H -4.939545 6.811982 1.341612
49 H -3.828493 6.435153 -0.813029
50 H -2.623970 4.291062 -1.219594
51 H -2.583929 2.580727 0.529715
52 C 5.622214 -6.089636 -2.072674
53 C 5.488073 -5.133311 -0.858065
54 C 4.508849 -5.669750 0.196773
55 C 3.028036 -5.464961 -0.116414
56 C 2.759201 -4.009589 -0.493182
57 C 3.641237 -3.540624 -1.647683
58 N 5.083622 -3.767425 -1.312812
59 O 5.506834 -2.859882 -0.501336
60 C 3.213994 -4.265191 -2.937261
61 C 3.424996 -2.054075 -1.908605
62 C 6.869145 -5.078687 -0.213105
63 H 5.094912 -5.750589 -2.957719
64 H 6.665089 -6.174377 -2.378077
65 H 5.264534 -7.091972 -1.833319
66 H 4.718886 -5.170277 1.147722
67 H 4.715132 -6.729327 0.356760
68 H 2.704238 -6.142875 -0.910499
69 H 2.436817 -5.726618 0.763273
70 H 1.711333 -3.880424 -0.772118
71 H 2.931750 -3.375806 0.382130
72 H 3.866507 -3.998281 -3.769918
73 H 2.200174 -3.960966 -3.197343
74 H 3.194371 -5.348498 -2.848379
75 H 3.594106 -1.449589 -1.019584
76 H 2.397130 -1.891259 -2.231866
77 H 4.089055 -1.697581 -2.697419
78 H 7.594936 -4.602749 -0.872935
79 H 7.199533 -6.099975 -0.020286
80 H 6.865100 -4.542131 0.733759
81 C -5.523558 -0.827991 -1.318470
82 C -4.801725 0.409478 -1.916360
83 C -5.245087 0.702975 -3.356422
84 C -4.605059 -0.175565 -4.430935
85 C -3.085232 -0.201453 -4.266454
86 C -2.664900 -0.643831 -2.866498
87 N -3.318797 0.228058 -1.842056
88 O -2.707287 1.360274 -1.744997
89 C -3.012811 -2.132391 -2.682880
90 C -1.152087 -0.542647 -2.705129
91 C -5.214417 1.592828 -1.052148
92 H -4.906593 -1.719423 -1.276504
93 H -5.816057 -0.636581 -0.285657
94 H -6.426542 -1.072820 -1.879203
95 H -4.996976 1.743648 -3.588172
96 H -6.332421 0.630022 -3.408357
97 H -5.020222 -1.186285 -4.400664
98 H -4.855478 0.223957 -5.415540
99 H -2.638860 -0.875758 -5.000217
100 H -2.686043 0.796202 -4.472808
101 H -2.784757 -2.465608 -1.668918
102 H -2.411780 -2.725940 -3.371651
103 H -4.050833 -2.372007 -2.898244
104 H -0.779233 0.456233 -2.921999
105 H -0.669331 -1.236107 -3.393053
106 H -0.851187 -0.807901 -1.689823
107 H -4.815488 1.490642 -0.043309
108 H -6.302574 1.627599 -0.983795
109 H -4.877848 2.545421 -1.453972

Cartesian forces (eV/Å) of the 3 atoms listed first:
0.265 0.018 -0.515
-0.061 -0.182 0.260
0.071 0.108 0.105

Results
Frontier orbital gap (spin up / spin down): 8.86 / 8.98 eV
Lowest unoccupied orbital energy (spin up / spin down): 0.47 / 0.21 eV
2S+1: 3
HOMO (spin up / spin down): -8.39 / -8.76 eV

Results of the Löwdin charge analysis, in e, for atoms 1 through 8: -0.06, -0.27, -0.17, -0.22, -0.17, -0.20, -0.21, -0.13

Computed, not measured: a 8-piece molecular cluster, C36H68BrN10O4P overall at a distorted geometry, with wB97M-V/def2-TZVPD.

Geometry (Å):
1 C 4.422169 -2.027311 -0.558787
2 C 4.552293 -0.540796 -0.953456
3 C 4.108600 -0.214071 -2.375832
4 C 2.611062 0.031036 -2.534946
5 N 1.934341 -1.029227 -3.346643
6 N 0.568399 -1.198311 -2.931377
7 C -0.375919 -0.656546 -3.870010
8 O -0.739952 -1.205924 -4.883907
9 O -0.789252 0.603176 -3.545713
10 C -1.775189 0.635099 -2.492287
11 C -1.135316 0.774890 -1.134265
12 C -0.276906 2.029349 -0.979275
13 Br -2.644585 0.790703 0.139797
14 P 0.261288 -2.774324 -2.388690
15 N 1.393820 -3.204664 -1.418712
16 O -1.182959 -2.667288 -1.706982
17 O 0.145134 -3.762440 -3.643618
18 H 4.190325 -2.644835 -1.417364
19 H 5.348794 -2.361389 -0.103168
20 H 3.619122 -2.178147 0.152955
21 H 5.603333 -0.274407 -0.882819
22 H 4.014438 0.079273 -0.240441
23 H 4.611063 0.713217 -2.634543
24 H 4.468822 -0.962639 -3.075636
25 H 2.115300 0.017967 -1.571739
26 H 2.415271 1.001274 -2.992861
27 H 1.920794 -0.698313 -4.303845
28 H -2.437013 1.465729 -2.703712
29 H -2.366096 -0.278358 -2.537580
30 H -0.556638 -0.094892 -0.865078
31 H -0.410030 2.439915 0.013344
32 H -0.555474 2.775374 -1.715681
33 H 0.762969 1.741487 -1.082233
34 H 1.045645 -3.364837 -0.483276
35 H -1.146103 -3.323935 -0.988673
36 H -0.211047 -4.583035 -3.283294
37 C -2.818674 3.015757 4.246164
38 C -1.748160 2.028489 4.690665
39 C -0.328563 2.597451 4.564804
40 C -0.033907 2.941873 3.175085
41 N 0.195825 3.186325 2.077600
42 H -2.710570 3.269481 3.189487
43 H -3.810795 2.588151 4.380180
44 H -2.773143 3.941538 4.823670
45 H -1.829768 1.117093 4.103076
46 H -1.920490 1.751042 5.730253
47 H 0.410246 1.869779 4.901502
48 H -0.215775 3.496601 5.172913
49 C -5.893003 0.724568 7.412238
50 C -5.352112 -0.581017 7.985664
51 C -3.838234 -0.729013 7.800706
52 C -3.477446 -0.719164 6.382322
53 N -3.210481 -0.710107 5.265777
54 H -5.736216 0.783984 6.334289
55 H -6.964409 0.806063 7.591413
56 H -5.408865 1.587262 7.873701
57 H -5.857805 -1.424334 7.512626
58 H -5.573931 -0.631987 9.052353
59 H -3.491061 -1.664487 8.239170
60 H -3.313045 0.089296 8.297240
61 C -7.083242 4.376870 -0.252200
62 C -5.709590 3.743833 -0.060704
63 C -5.694203 2.663766 1.024885
64 C -6.074758 3.216099 2.326202
65 N -6.372799 3.664953 3.340040
66 H -7.415951 4.886115 0.653078
67 H -7.056108 5.115274 -1.053362
68 H -7.829691 3.624229 -0.513139
69 H -4.982870 4.518226 0.190781
70 H -5.381810 3.291757 -0.998289
71 H -4.695308 2.231862 1.104506
72 H -6.388687 1.859950 0.776147
73 C 0.791548 -0.373702 10.756243
74 C 0.928360 -1.670284 9.966602
75 C -0.348039 -2.040148 9.202891
76 C -1.476340 -2.234953 10.116546
77 N -2.355215 -2.384950 10.839810
78 H 0.019706 -0.454127 11.522606
79 H 1.727776 -0.131065 11.257609
80 H 0.535218 0.460640 10.100423
81 H 1.192450 -2.483648 10.644081
82 H 1.744161 -1.575250 9.248587
83 H -0.204992 -2.961310 8.638132
84 H -0.611193 -1.252083 8.494766
85 C -1.413007 -8.655968 -2.401691
86 C -2.800445 -8.098039 -2.104673
87 C -2.870198 -6.572471 -2.242400
88 C -1.955132 -5.916810 -1.307470
89 N -1.241162 -5.402324 -0.569035
90 H -0.671341 -8.278094 -1.696577
91 H -1.414022 -9.742339 -2.324258
92 H -1.090220 -8.391189 -3.410269
93 H -3.100952 -8.384168 -1.095616
94 H -3.525463 -8.537808 -2.790539
95 H -3.877413 -6.209749 -2.038738
96 H -2.603744 -6.266450 -3.255631
97 C 3.495054 4.373913 -4.107602
98 C 4.560513 4.678080 -5.155598
99 C 5.241457 3.416230 -5.697686
100 C 5.905720 2.681541 -4.621377
101 N 6.427135 2.120066 -3.766719
102 H 3.927133 3.888328 -3.231463
103 H 3.014857 5.292031 -3.770041
104 H 2.720416 3.719139 -4.512897
105 H 5.315074 5.338441 -4.725763
106 H 4.105316 5.212692 -5.991315
107 H 5.981792 3.667859 -6.453888
108 H 4.502698 2.756672 -6.159061
109 C 7.053876 -0.056147 -10.089914
110 C 5.757218 0.530154 -9.544379
111 C 5.726562 2.062187 -9.599006
112 C 6.807352 2.641458 -8.799659
113 N 7.657159 3.083502 -8.164204
114 H 7.913676 0.262573 -9.499734
115 H 7.021727 -1.144639 -10.061519
116 H 7.218466 0.249410 -11.124769
117 H 5.615141 0.201810 -8.513221
118 H 4.913216 0.147737 -10.120437
119 H 4.778195 2.440286 -9.215436
120 H 5.834764 2.412583 -10.626159

Cartesian forces (eV/Å) of the 3 atoms listed first:
-0.097 0.480 0.060
0.211 -0.772 -0.152
-0.033 0.750 0.254

Results
Frontier orbital gap: 8.97 eV
SMILES: CCCCNN(C(=O)OC[C@@H](C)Br)P(=N)(O)O.CCCC#N.CCCC#N.CCCC#N.CCCC#N.CCCC#N.CCCC#N.CCCC#N
Lowest unoccupied orbital energy: 0.35 eV
HOMO: -8.62 eV

Results of the Löwdin charge analysis, in e, for atoms 1 through 8: -0.11, -0.25, -0.21, -0.18, 0.00, -0.14, -0.51, 0.16